[1]
{
  "formula": "C4H6ClNO",
  "method": "wB97M-V/def2-TZVPD",
  "charge": 0,
  "de_lowest_kcal_mol": 75.0,
  "total_energy_ev": -20302.625,
  "orbital_gap_ev": 9.40,
  "smiles": "[H]/N=C(/C)Cl.C=C=O",
  "mol_weight_g_mol": 119.55,
  "species": ["H", "N", "C", "C", "Cl", "H", "H", "H", "C", "C", "O", "H", "H"],
  "positions_angstrom": [[0.077088, -2.110198, 0.925583], [-0.537445, -1.291769, 0.633316], [-0.166009, -0.854601, -0.486477], [-0.868698, -0.018309, -1.495984], [1.501528, -1.407874, -0.913490], [-0.288635, 0.816611, -1.647521], [-1.844208, 0.257259, -0.935678], [-1.052395, -0.381558, -2.608015], [0.296132, 0.897598, 1.681367], [1.154641, 1.300263, 0.784433], [2.028774, 1.728678, 0.156969], [-0.735765, 0.952767, 1.526001], [0.434992, 0.111134, 2.379496]],
  "atomic_forces_ev_per_a": [[-0.695, 1.854, -0.056], [-0.798, -1.809, -1.192], [0.820, -2.798, 0.070], [-2.850, -1.068, 0.177], [-0.035, 0.269, -0.888], [1.237, 2.350, -0.252], [1.354, -0.278, -1.421], [0.349, -0.102, 2.712], [0.260, 0.772, 0.033], [0.729, 0.327, 1.635], [-0.123, 0.114, -0.685], [-1.322, 0.767, -0.548], [1.076, -0.398, 0.415]]
}

[2]
{
  "formula": "C4H6ClNO2",
  "method": "wB97M-V/def2-TZVPD",
  "charge": 0,
  "de_lowest_kcal_mol": 171.2,
  "total_energy_ev": -22345.985,
  "orbital_gap_ev": [7.99, 7.04],
  "smiles": "C/C(Cl)=C(/C)[N+](=O)[O-]",
  "mol_weight_g_mol": 135.55,
  "species": ["C", "C", "Cl", "C", "C", "N", "O", "O", "H", "H", "H", "H", "H", "H"],
  "positions_angstrom": [[-0.936837, -1.880563, -0.075426], [-0.705966, -0.456680, 0.138613], [-2.084708, 0.545533, -0.039148], [0.837480, 0.459719, 0.081428], [0.570276, 1.913706, -0.062985], [1.946003, -0.294460, 0.031723], [3.019375, 0.301214, -0.039587], [1.788758, -1.540498, 0.046067], [-0.366961, -2.348416, 0.764160], [-2.098642, -2.095253, -0.249554], [-0.283295, -2.079038, -0.919030], [1.352074, 2.293451, -0.741964], [-0.382558, 2.154109, -0.368704], [0.557365, 2.313538, 0.897838]],
  "atomic_forces_ev_per_a": [[-1.094, -0.030, 0.673], [4.714, 3.993, -1.087], [0.147, -0.186, 0.385], [-9.028, -2.636, -0.025], [3.290, -1.335, -0.480], [0.412, -1.046, 0.002], [0.293, -0.308, -0.074], [0.823, 0.696, 0.046], [-0.941, -0.401, -0.481], [2.898, 0.091, 0.622], [-0.127, -0.585, -0.477], [-0.350, 0.417, 0.580], [-1.888, 0.004, -1.437], [0.851, 1.326, 1.756]]
}